Computed, not measured: a 2-piece molecular cluster, C3F3N overall at a distorted geometry, with the ωB97M-V functional and the def2-TZVPD basis.

Last column: Löwdin charge in e.
Positions of all 7 atoms, in Å:
C -2.3670 -0.0259 0.1341  -0.034
C 0.8405 0.8035 -0.0425  0.088
C 1.1574 -0.4648 -0.0058  -0.356
N -3.4915 0.0020 0.0362  0.018
F 1.1185 2.1197 -0.0841  0.092
F 2.4231 -0.9692 0.2014  0.084
F 0.3189 -1.4654 -0.2393  0.108

Calculated values
LUMO (alpha / beta) (eV): -1.800 / -4.198
Energy (a.u.): -468.37521
Molar mass (g mol⁻¹): 107.0
E_HOMO (alpha / beta) (eV): -10.97 / -10.93

Computed, not measured: a 10-piece molecular cluster, C7H35N7O10 overall at a distorted geometry, with the ωB97M-V functional and the def2-TZVPD basis.

Last column: Löwdin charge in e.
Positions of all 59 atoms, in Å:
C -0.5882 5.8311 -1.6090  -0.097
O 0.0256 4.7273 -2.2985  -0.189
C -0.5753 3.4983 -1.9274  -0.238
C 0.2999 2.2720 -2.1787  -0.441
C 0.9881 2.4167 -3.5476  -0.038
N -0.5046 1.0815 -1.9940  0.022
H -0.5535 5.6780 -0.5311  0.063
H -1.6745 5.8816 -1.7753  0.085
H -0.0652 6.7656 -1.8805  0.098
H -1.0224 3.4524 -0.8971  0.134
H -1.4930 3.4304 -2.5539  0.128
H 0.9781 2.2805 -1.3385  0.125
H 1.6546 3.2619 -3.6059  0.071
H 0.1926 2.4768 -4.3261  0.093
H 1.5671 1.5068 -3.7617  0.071
H 0.1141 0.2784 -2.0048  0.024
H -1.1534 0.9893 -2.8199  0.113
N -3.3788 -2.3431 2.6693  0.145
C -2.8175 -2.6927 1.4144  -0.705
N -2.9712 -3.8853 0.9554  0.205
O -2.3220 -1.8275 0.7376  0.031
H -3.1211 -1.3844 2.7973  0.082
H -2.9367 -2.8688 3.4149  0.089
H -2.2452 -4.1058 0.2948  0.080
H -3.5124 -4.5702 1.4337  0.114
N -1.0372 -2.1336 -2.1958  0.161
C -0.9547 -3.5319 -2.0055  -0.558
N -1.0721 -4.4918 -3.0791  0.116
O -0.6328 -3.9774 -0.9088  -0.015
H -1.6691 -1.6485 -2.8268  0.101
H -1.0248 -1.6389 -1.3153  0.062
H -0.7314 -5.4124 -2.7140  0.112
H -1.0059 -4.3687 -4.1010  0.098
N 2.1539 0.2453 2.1153  0.136
C 2.0976 1.4291 2.9024  -0.621
N 0.8138 1.9046 3.1433  0.159
O 3.0647 1.9227 3.4887  0.002
H 3.1116 -0.1039 1.9027  0.121
H 1.5896 0.2905 1.2811  0.034
H 0.7615 2.8116 3.4790  0.067
H 0.0013 1.4654 2.7709  0.060
O 1.1593 4.4887 0.9086  -0.054
H 1.5934 3.9694 0.2414  0.017
H 1.6496 4.1217 1.6859  0.047
O 2.2642 -3.9391 3.0689  -0.031
H 2.6960 -4.5451 3.6234  0.020
H 1.4874 -3.6707 3.5351  -0.009
O 1.8164 -0.5223 -1.1149  -0.055
H 1.6895 -1.3469 -0.6368  -0.018
H 1.8095 -0.6825 -2.0406  0.018
O 0.3112 -2.2488 3.5376  -0.050
H 0.7560 -1.4196 3.7709  0.056
H 0.0472 -2.1235 2.6324  0.013
O -0.5996 0.6208 0.8017  -0.069
H -0.9605 -0.2422 0.9040  -0.022
H -0.7245 1.0232 -0.0842  0.013
O 1.5590 -2.4219 0.7205  -0.078
H 0.9090 -3.1294 0.4904  0.054
H 2.1861 -2.8448 1.3511  0.048

Calculated values
LUMO (eV): 0.276
Energy (a.u.): -1423.49834
Molar mass (g mol⁻¹): 377.4
E_HOMO (eV): -9.36

Computed, not measured: Cl2H2O2P2 as an isolated structure at a distorted geometry, with the ωB97M-V functional and the def2-TZVPD basis.

Last column: Löwdin charge in e.
Positions of all 8 atoms, in Å:
O 1.6942 0.1656 -1.4168  -0.387
O -0.5351 -1.3662 0.0327  -0.690
P -1.8995 -0.6859 0.0007  0.602
P 1.2408 0.1051 -0.0314  -0.065
Cl 2.6020 -0.5712 1.1660  0.425
Cl 0.4449 1.7308 0.7728  0.395
H -2.1124 0.1026 -1.2271  -0.099
H -1.4349 0.5192 0.7032  -0.181

Calculated values
LUMO (alpha / beta) (eV): -1.827 / -1.828
Energy (a.u.): -1754.75896
Molar mass (g mol⁻¹): 166.9
E_HOMO (alpha / beta) (eV): -8.84 / -8.84